Arrangement one

A cluster of 2 separate species, C5H10O in total, computed with ωB97M-V/def2-TZVPD.

Calculated values
- Kohn-Sham gap (Eh) = 0.35233
- lowest unoccupied orbital energy (eV) = 1.1
- HOMO (eV) = -8.5
- SMILES = O[C@@H]1C=CCC1.[H][H]

```
! RIJCOSX wB97M-V def2-TZVPD def2/J DEFGRID3
* xyz 0 1
O 0.8777 0.5737 1.9270
C 0.6071 -0.4064 0.9177
C 1.1475 0.0505 -0.4359
C 0.1765 0.6286 -1.1509
C -1.0715 0.6648 -0.3557
C -0.9147 -0.3845 0.7427
H 1.8142 0.7943 1.8778
H 0.9799 -1.3851 1.2471
H 2.2034 0.1689 -0.6347
H -0.0389 -1.5370 -1.6619
H 0.2101 1.2261 -2.0559
H -0.4573 1.5990 -0.0641
H -2.0691 0.9324 -0.7154
H -0.7647 -1.4535 -1.7994
H -1.4135 -0.0811 1.6671
H -1.2867 -1.3908 0.4944
*
```

Arrangement two

A cluster of 2 separate species, C5H10O in total, computed with ωB97M-V/def2-TZVPD.

Calculated values
- Kohn-Sham gap (Eh) = 0.37156
- lowest unoccupied orbital energy (eV) = 0.0
- HOMO (eV) = -10.1
- SMILES = C=CC=O.CC

```
! RIJCOSX wB97M-V def2-TZVPD def2/J DEFGRID3
* xyz 0 1
C 2.2643 0.0981 0.4374
C 1.1507 1.0820 0.0836
C -0.7814 -1.3482 -0.0325
C -1.7656 -0.8143 -0.7542
C -2.6062 0.2635 -0.1729
O -2.3881 0.7782 0.9029
H 3.1108 0.6176 0.8983
H 1.9258 -0.6668 1.1478
H 2.6386 -0.4230 -0.4521
H 0.6453 1.4571 0.9806
H 1.5381 1.9363 -0.4781
H -0.0865 -2.0803 -0.4332
H -0.6227 -1.0082 0.9887
H -1.9492 -1.1037 -1.7865
H 0.3879 0.6118 -0.5373
H -3.4619 0.5998 -0.7925
*
```

arrangement two is favored, and the nearest alternative lies 0.0698 hartree above it.

Arrangement one

A cluster of 11 separate species, C5H31NO11 in total, computed with ωB97M-V/def2-TZVPD.

Calculated values
- Kohn-Sham gap (Eh) = 0.38388
- lowest unoccupied orbital energy (eV) = 0.3
- HOMO (eV) = -10.2
- SMILES = C=NCCCCO.O.O.O.O.O.O.O.O.O.O

```
! RIJCOSX wB97M-V def2-TZVPD def2/J DEFGRID3
* xyz 0 1
C 2.1000 2.5324 -0.6421
O 2.8022 1.5696 0.1342
C 1.0192 1.8665 -1.6138
C -0.1439 2.7174 -1.8875
C -1.2666 1.8119 -2.2588
C -3.1068 0.4706 -1.5879
N -2.0268 1.1017 -1.2037
H 1.5850 3.1395 0.1073
H 2.8936 2.9891 -1.3441
H 3.4988 1.0133 -0.2735
H 1.4324 1.6079 -2.5625
H 0.7316 1.0522 -1.0946
H -0.5569 3.3729 -1.0468
H 0.0473 3.5878 -2.5779
H -1.9692 2.3510 -2.8308
H -0.9703 1.0495 -2.9356
H -3.5916 0.0178 -0.7115
H -3.5506 0.3512 -2.4703
H -0.5478 1.0252 3.3559
H -0.3931 2.2708 3.9495
O -0.9849 1.5587 3.9678
H -2.1029 -1.4045 3.1834
H -1.5610 -0.1448 2.6865
O -1.4410 -1.0370 2.6294
H -2.5304 2.2160 2.3075
H -2.5368 1.3005 1.0312
O -2.6166 1.2894 1.9541
H 2.2014 -3.1342 -2.0000
H 2.4789 -2.9458 -0.5291
O 2.9243 -3.0656 -1.2765
H 3.9981 -1.2340 -1.7183
H 3.6213 -1.1264 -0.1893
O 3.9954 -0.6416 -1.0121
H -2.9405 -2.6197 0.3076
H -1.7588 -1.6233 0.3793
O -2.0995 -2.3048 -0.0643
H 1.8531 0.7207 1.3463
H 1.9804 0.2228 2.6686
O 1.3832 0.1574 1.9041
H -1.0703 -3.5620 1.0858
H -0.9240 -3.0178 2.3656
O -0.7607 -3.8702 1.9545
H 0.0690 -1.0335 1.1051
H 0.3014 -0.2643 -0.2190
O 0.1286 -1.1962 0.1339
H -0.0633 -3.7856 -1.5144
H 0.1423 -2.4080 -1.1388
O 0.3266 -2.9447 -1.8542
*
```

Arrangement two

A cluster of 11 separate species, C5H31NO11 in total, computed with ωB97M-V/def2-TZVPD.

Calculated values
- Kohn-Sham gap (Eh) = 0.35389
- lowest unoccupied orbital energy (eV) = 0.2
- HOMO (eV) = -9.4
- SMILES = CNCCCC=O.O.O.O.O.O.O.O.O.O.O

```
! RIJCOSX wB97M-V def2-TZVPD def2/J DEFGRID3
* xyz 0 1
O 1.3938 -0.3541 3.3650
C 1.8936 0.3004 2.4761
C 1.0976 1.1009 1.4952
C 0.6807 0.4111 0.1851
C -0.3203 -0.7048 0.4314
C -2.5483 -1.3260 1.0692
N -1.5607 -0.2444 1.0534
H 2.9891 0.2596 2.3401
H 0.1933 1.4294 2.0150
H 1.6458 2.0176 1.2687
H 1.5974 0.0007 -0.2151
H 0.3475 1.1890 -0.4938
H -0.5460 -1.1359 -0.5465
H 0.1809 -1.4740 1.0305
H -3.2399 -1.2666 0.2296
H -2.0663 -2.3085 1.0205
H -3.0943 -1.3247 2.0136
H -1.3509 0.0524 1.9978
H -1.6249 3.5996 2.3161
H -2.4786 2.3155 2.2024
O -2.4895 3.2653 2.0653
H -0.6017 2.7160 -1.6412
H -1.3499 3.4752 -2.6293
O -0.5199 2.9746 -2.5737
H 1.7262 -0.0968 -2.5710
H 2.5566 -1.1602 -2.9327
O 2.6186 -0.4022 -2.3176
H 4.0152 0.2815 -0.6010
H 3.3843 1.4772 -1.1652
O 3.9420 1.2265 -0.4147
H 1.8999 -3.4181 -1.7100
H 1.2001 -2.8185 -2.8663
O 2.0940 -3.1388 -2.6174
H -1.6710 0.8514 4.5514
H -0.2748 1.2728 4.2271
O -1.1917 1.5555 4.0965
H -0.7212 -1.4153 -3.4373
H 0.0852 -1.8877 -4.6611
O -0.2032 -2.1655 -3.7845
H 0.3232 -4.7237 1.1938
H -0.9209 -4.8039 0.2873
O -0.3824 -4.1925 0.7994
H -3.6885 1.5695 -0.8569
H -2.5301 1.6519 0.0830
O -2.7289 1.6728 -0.8675
H -1.0302 1.1474 -2.9078
H -1.2917 0.2869 -1.6874
O -1.1023 0.2147 -2.6302
*
```

arrangement two is favored, and the nearest alternative lies 0.1141 hartree above it.

Arrangement one

A cluster of 3 separate species, C3H13NO3 in total, computed with ωB97M-V/def2-TZVPD.

Calculated values
- Kohn-Sham gap (Eh) = 0.36923
- lowest unoccupied orbital energy (eV) = 0.7
- HOMO (eV) = -9.3
- SMILES = C[C@@H](O)CN.O.O

```
! RIJCOSX wB97M-V def2-TZVPD def2/J DEFGRID3
* xyz 0 1
C 0.0964 -1.2879 0.2820
C -1.3100 -0.8209 0.1394
C -1.7262 0.1111 1.3186
O -1.3967 -0.0063 -1.0598
N 0.3460 -2.6091 -0.3113
H 0.2588 -1.4229 1.3543
H 0.7541 -0.4550 0.0148
H -2.0423 -1.6223 0.0513
H -2.8203 0.1442 1.3423
H -1.2992 1.0796 1.0891
H -1.5289 -0.3699 2.2763
H -2.2785 -0.1728 -1.4636
H 0.5979 -2.6012 -1.2877
H 1.1117 -2.9989 0.2164
H -0.8734 4.2548 0.6922
H -0.7737 5.3571 -0.3190
O -0.4588 5.1112 0.5519
H 3.8054 -1.9840 -1.1176
H 4.5803 -0.9000 -0.2418
O 3.8072 -1.0704 -0.7925
*
```

Arrangement two

A cluster of 3 separate species, C3H13NO3 in total, computed with ωB97M-V/def2-TZVPD.

Calculated values
- Kohn-Sham gap (Eh) = 0.36866
- lowest unoccupied orbital energy (eV) = 0.7
- HOMO (eV) = -9.4
- SMILES = CCNCO.O.O

```
! RIJCOSX wB97M-V def2-TZVPD def2/J DEFGRID3
* xyz 0 1
C 1.3917 1.0502 1.8672
N 1.4501 -0.5410 2.2074
C 0.8226 -1.3735 1.1611
O -0.2108 -2.1095 1.8648
C 2.0412 1.2434 0.4185
H 1.9371 1.4768 2.6585
H 0.3283 1.5066 1.7546
H 0.9841 -0.6520 3.0342
H 1.6033 -2.0882 0.8179
H 0.3082 -0.9985 0.2704
H 0.3241 -2.7129 2.5041
H 1.9132 2.2940 0.1863
H 1.4310 0.8412 -0.3886
H 3.0516 1.0625 0.2828
H -2.9351 -0.2923 -0.0550
H -1.8683 -0.7412 1.0520
O -2.7031 -0.1682 0.7879
H -1.0917 1.3857 -6.9405
H -2.2559 1.7965 -6.0640
O -2.0127 1.7012 -7.0585
*
```

arrangement one is favored, and the nearest alternative lies 0.0587 hartree above it.

Arrangement one

A cluster of 3 separate species, C3H13NO3 in total, computed with ωB97M-V/def2-TZVPD.

Calculated values
- Kohn-Sham gap (Eh) = 0.40203
- lowest unoccupied orbital energy (eV) = 0.7
- HOMO (eV) = -10.2
- SMILES = NCCCO.O.O

```
! RIJCOSX wB97M-V def2-TZVPD def2/J DEFGRID3
* xyz 0 1
C -0.9799 0.1730 1.2087
C -0.1912 -0.1191 -0.1006
C -1.0921 0.3694 -1.2182
O -0.4672 0.1735 -2.4939
N -0.3448 -0.3856 2.4118
H -1.0416 1.2565 1.2438
H -2.0191 -0.1163 1.0322
H 0.7050 0.4256 -0.2049
H -0.0295 -1.1913 -0.0108
H -2.0730 -0.1022 -1.2661
H -1.2042 1.4529 -1.1992
H 0.1819 -0.5288 -2.5272
H -1.0099 -0.1169 3.1385
H -0.5152 -1.3864 2.3414
H 2.2868 -1.4895 -4.6645
H 1.4204 -0.5096 -3.8105
O 1.6574 -1.4323 -3.9503
H 1.3708 1.9144 3.3317
H 1.5472 0.4775 3.0346
O 1.7982 1.1353 3.7032
*
```

Arrangement two

A cluster of 3 separate species, C3H13NO3 in total, computed with ωB97M-V/def2-TZVPD.

Calculated values
- Kohn-Sham gap (Eh) = 0.32399
- lowest unoccupied orbital energy (eV) = 0.6
- HOMO (eV) = -8.2
- SMILES = CNCCO.O.O

```
! RIJCOSX wB97M-V def2-TZVPD def2/J DEFGRID3
* xyz 0 1
C 1.2998 -1.4997 0.7030
N 0.5176 -0.4849 0.0568
C 0.5530 -0.3020 -1.3694
C -0.7193 -0.8590 -2.0266
O -1.4488 0.2721 -2.6892
H 0.9312 -1.6794 1.7160
H 2.3581 -1.2329 0.8501
H 1.2305 -2.4580 0.1865
H 0.2534 0.2785 0.6402
H 0.6780 0.7289 -1.7081
H 1.4211 -0.7597 -1.8560
H -0.5389 -1.4227 -2.9444
H -1.3852 -1.3702 -1.3443
H -2.1412 0.3871 -2.0373
H -2.0902 0.4509 2.5625
H -1.0679 1.5798 2.4911
O -1.2215 0.6613 2.2056
H 0.2371 2.0819 1.0225
H 1.0179 2.7697 1.9471
O 0.1153 2.8583 1.5939
*
```

Arrangement three

A cluster of 3 separate species, C3H13NO3 in total, computed with ωB97M-V/def2-TZVPD.

Calculated values
- Kohn-Sham gap (Eh) = 0.38113
- lowest unoccupied orbital energy (eV) = 0.9
- HOMO (eV) = -9.5
- SMILES = CCNCO.O.O

```
! RIJCOSX wB97M-V def2-TZVPD def2/J DEFGRID3
* xyz 0 1
C 0.7473 2.0354 -0.2780
N 0.2229 0.9779 -1.1307
C -0.0834 -0.2542 -0.3134
O -0.2007 -1.3561 -1.1628
C 1.9636 2.6576 -0.9749
H 1.0394 1.6889 0.7164
H 0.0360 2.8459 -0.0749
H -0.6998 1.1248 -1.5105
H -1.0235 -0.0745 0.2139
H 0.7149 -0.4094 0.4196
H 0.1800 -1.1378 -2.0227
H 2.5410 3.3874 -0.4168
H 1.6734 3.0348 -1.9539
H 2.7134 1.8647 -1.0933
H -0.6739 -2.7410 0.2235
H -0.8237 -4.1421 0.8862
O -1.3053 -3.3460 0.6440
H -2.9373 -1.7799 3.0066
H -2.0308 -2.5909 2.1323
O -2.0536 -1.7856 2.6896
*
```

arrangement three is favored, and the nearest alternative lies 0.0069 hartree above it.

Arrangement one

An isolated molecule of C4H6N2O3, computed with ωB97M-V/def2-TZVPD.

Calculated values
- Kohn-Sham gap (Eh) = 0.36216
- lowest unoccupied orbital energy (eV) = -0.6
- HOMO (eV) = -10.4
- SMILES = C/C=C(/C(N)=O)[N+](=O)[O-]

```
! RIJCOSX wB97M-V def2-TZVPD def2/J DEFGRID3
* xyz 0 1
C -0.0509 -0.6746 -1.0447
C -0.2246 -0.1369 0.1848
C -0.3450 -1.0409 1.5812
C 0.4208 -0.0406 -2.2811
N -0.1955 -0.1415 2.5870
N -0.1745 1.3335 0.2687
O -0.6730 -2.1915 1.5394
O -0.7156 1.9108 -0.6565
O 0.5135 1.8539 1.1238
H -0.1073 -1.7297 -1.0685
H 1.3502 0.5770 -2.1972
H -0.3946 0.6623 -2.8058
H 0.5741 -0.7725 -3.1788
H 0.3479 0.6373 2.3823
H -0.3254 -0.2467 3.5654
*
```

Arrangement two

An isolated molecule of C4H6N2O3, computed with ωB97M-V/def2-TZVPD.

Calculated values
- Kohn-Sham gap (Eh) = 0.34332
- lowest unoccupied orbital energy (eV) = 0.7
- HOMO (eV) = -8.7
- SMILES = O/N=C1/NOC2(CC2)O1

```
! RIJCOSX wB97M-V def2-TZVPD def2/J DEFGRID3
* xyz 0 1
C -1.5228 0.4421 -0.0362
C 0.5744 -0.0744 -0.2322
C 1.8867 -0.4810 -0.5740
C 1.5412 -0.4677 0.8206
H -2.5757 -1.5500 0.2503
H -0.9097 2.5687 0.0749
H 2.2693 0.5268 -1.2187
H 2.0910 -1.5086 -0.9901
H 2.0954 0.1002 1.4902
H 1.5745 -1.5138 1.1624
N -2.7580 0.4305 0.1004
N -0.6999 1.5501 0.2230
O -3.3438 -0.7454 -0.1996
O 0.4732 1.3058 -0.4710
O -0.6958 -0.5833 -0.4000
*
```

arrangement one is favored, and the nearest alternative lies 0.1174 hartree above it.

Arrangement one

The ion C5H11N2 with charge +1, computed with ωB97M-V/def2-TZVPD.

Calculated values
- Kohn-Sham gap (Eh) = 0.43479
- lowest unoccupied orbital energy (eV) = -2.9
- HOMO (eV) = -14.8
- SMILES = C[NH+](C)[C@@H]1[C@H]2CN21

```
! RIJCOSX wB97M-V def2-TZVPD def2/J DEFGRID3
* xyz 1 1
C 2.6950 -0.1612 0.4382
C 1.8283 0.4309 -0.5981
C 0.5685 0.1643 0.2821
C -1.3814 -1.2527 -0.3476
C -1.7769 1.1513 0.2868
N 1.5036 -0.9198 -0.1201
N -0.8331 0.1289 -0.3348
H 3.5594 -0.6995 0.0521
H 2.7945 0.2215 1.4901
H 1.8488 0.8371 -1.5266
H 0.1988 0.5151 1.2565
H -1.9628 -1.5467 0.5722
H -1.9818 -1.4167 -1.2646
H -0.5543 -1.9140 -0.4665
H -1.5179 1.3272 1.3704
H -1.6591 2.1899 -0.1229
H -2.7274 0.6727 0.3034
H -0.6023 0.2717 -1.2705
*
```

Arrangement two

The ion C5H11N2 with charge +1, computed with ωB97M-V/def2-TZVPD.

Calculated values
- Kohn-Sham gap (alpha / beta) (Eh) = 0.31059 / 0.32159
- lowest unoccupied orbital energy (alpha / beta) (eV) = -6.3 / -5.7
- HOMO (alpha / beta) (eV) = -14.7 / -14.4

```
! RIJCOSX wB97M-V def2-TZVPD def2/J DEFGRID3
* xyz 1 1
C 1.3292 -1.2683 0.0950
C 1.3842 1.2260 0.0510
C -0.0337 -1.2603 -0.4868
C -0.0444 1.2423 -0.4527
C -1.9656 0.0839 0.6092
N 1.2264 0.0143 0.8399
N -0.5934 0.0522 0.1272
H 1.3053 -1.9726 0.8705
H 2.2205 -1.3261 -0.6601
H 2.2838 1.1553 -0.6260
H 1.7112 2.0034 0.6886
H -0.2153 -1.1818 -1.6208
H -0.5440 -2.1270 -0.1362
H -0.6528 2.0740 -0.1470
H -0.2934 1.3328 -1.6034
H -2.0883 -0.9843 1.0853
H -2.1550 0.7411 1.3929
H -2.8748 0.1951 -0.0267
*
```

arrangement one is favored, and the nearest alternative lies 0.0391 hartree above it.